Entry 1:
ORCA calculation (the ωB97M-V functional and the def2-TZVPD basis) on a molecular structure, C6H9N at a distorted geometry.

Summary:
* 2S+1: 1
* ΔE to the lowest compared entry with this formula, charge and spin: 122.7 kcal per mole
* strongest force on any atom: 2.1 eV/A

Each line ends with the Mulliken charge.
Positions of all 16 atoms, in Å:
N: 0.230 -0.943 0.056  -0.207
C: -0.968 0.692 -0.682  -0.565
C: 0.983 1.303 -0.543  -0.440
C: 0.859 0.228 0.560  -0.554
C: -0.013 0.935 -1.612  -0.655
C: -0.472 -1.843 0.902  -0.987
C: -0.148 1.320 0.461  -0.098
H: 1.859 1.940 -0.606  0.449
H: 0.411 -1.093 -0.927  0.388
H: -0.456 2.129 1.119  0.452
H: -0.094 1.225 -2.632  0.463
H: -1.199 -2.434 0.331  0.351
H: 1.617 0.116 1.337  0.412
H: 0.255 -2.508 1.371  0.303
H: -1.937 0.205 -0.671  0.388
H: -1.026 -1.313 1.697  0.300

Cartesian forces, eV/Å:
N 1.320 -0.988 0.117
C -0.849 1.575 -0.822
C 0.320 0.189 0.042
C 0.057 -0.356 -0.005
C -1.059 1.774 0.413
C 0.213 -0.356 0.122
C -0.177 -0.263 0.429
H -0.209 -0.004 0.143
H -0.156 -0.833 0.747
H 0.189 -0.203 -0.142
H 0.356 -0.747 -0.847
H 0.168 0.057 0.075
H -0.050 0.282 -0.213
H -0.345 -0.471 0.424
H -0.002 0.334 -0.171
H 0.225 0.011 -0.311

Entry 2:
ORCA calculation (the ωB97M-V functional and the def2-TZVPD basis) on C9H19N5O4 in the gas phase at a distorted geometry.

Summary:
* SMILES: [H]/N=C(\N)NCCC[C@H](N)C(=O)N[C@@H](CO)C(=O)O
* 2S+1: 1
* ΔE to the lowest compared entry with this formula, charge and spin: 88.4 kcal per mole
* strongest force on any atom: 6.6 eV/A

Each line ends with the Mulliken charge.
Positions of all 37 atoms, in Å:
O: -1.908 1.608 0.111  -0.779
O: -3.269 0.009 1.730  -0.553
O: -2.471 -0.528 -1.895  -0.577
O: -3.624 -1.887 -0.283  -0.427
N: 1.762 -1.576 -1.139  -0.649
N: 0.130 3.408 -0.629  -0.676
N: 4.186 -1.985 -0.396  -0.374
N: 2.665 -0.931 1.052  -0.353
N: -0.455 -0.225 -0.084  -0.074
C: 1.705 1.667 -0.593  -0.965
C: 3.095 0.464 1.174  -0.850
C: -2.510 -1.149 -0.800  0.373
C: -2.119 -0.784 1.639  -0.899
C: 0.275 2.051 -0.988  -0.237
C: -1.499 -1.172 0.253  -0.030
C: 2.867 -1.506 -0.212  0.310
C: -0.890 1.108 -0.352  0.585
C: 1.854 1.409 1.000  0.178
H: -0.815 3.761 -0.696  0.306
H: 2.081 -2.122 -1.950  0.154
H: -2.854 0.876 1.540  0.420
H: 0.871 0.834 1.449  -0.138
H: -4.351 -1.885 -0.889  0.349
H: -1.282 -0.422 2.361  0.225
H: 3.735 0.542 0.242  0.370
H: 2.469 2.294 -1.013  0.507
H: 0.382 3.285 0.300  0.266
H: 4.840 -2.023 0.386  0.225
H: 3.645 0.581 2.095  0.308
H: 4.498 -2.560 -1.090  0.183
H: 1.803 0.693 -1.075  0.175
H: -2.519 -1.725 1.904  0.593
H: -0.001 2.240 -2.004  0.517
H: 2.002 2.411 1.667  0.364
H: -1.037 -2.138 0.433  0.599
H: 1.641 -0.947 1.131  0.460
H: 0.379 -0.679 -0.451  0.111

Cartesian forces, eV/Å:
O 0.831 -0.519 -0.835
O 1.367 1.322 -0.296
O -0.507 -2.809 4.192
O 2.688 1.013 -0.902
N 5.478 -0.512 3.709
N -0.232 1.388 0.361
N -1.951 2.276 2.588
N -1.632 -1.018 -0.910
N -1.863 1.627 -0.388
C -1.762 -2.240 0.988
C -0.155 0.415 -1.807
C -3.269 0.505 -3.330
C 0.167 -0.888 1.004
C -1.552 -0.190 -0.549
C 1.428 2.434 1.361
C -1.933 -1.532 -3.259
C 3.132 -0.524 0.998
C -0.477 0.898 1.045
H -0.140 -0.189 0.154
H -0.214 0.200 0.301
H -1.169 0.055 -0.212
H 2.534 1.688 -1.133
H -0.663 0.224 -0.898
H -1.195 -0.735 -1.292
H -0.052 0.851 1.501
H 0.124 0.654 0.089
H 0.135 1.578 2.759
H -0.921 0.354 -0.003
H 0.183 0.317 0.152
H 0.144 -1.432 -2.607
H 0.589 -0.060 0.252
H 0.057 -1.233 1.227
H 0.602 -1.896 -1.590
H -0.338 -2.256 -1.777
H -0.098 -0.250 -0.371
H 0.529 -0.069 0.444
H 0.134 0.552 -0.966

Entry 3:
ORCA calculation (the ωB97M-V functional and the def2-TZVPD basis) on 4 unconnected molecules or ions with the total composition C19H38NO12P at a distorted geometry.

Summary:
* SMILES: CCN[PH2](CCOCC)COO.C[C@@H]1COC(=O)O1.C[C@@H]1COC(=O)O1.C[C@@H]1COC(=O)O1
* 2S+1: 1
* strongest force on any atom: 6.5 eV/A

Each line ends with the Mulliken charge.
Positions of all 71 atoms, in Å:
P: -0.123 -1.835 -0.817  0.610
O: 5.662 0.997 3.272  -0.336
O: 1.856 -0.893 -3.335  -0.519
O: 1.203 1.275 -3.672  -0.310
O: 3.675 0.598 4.258  -0.236
O: -0.296 -1.689 3.248  -0.474
O: 1.258 -0.151 -5.417  -0.327
O: 1.016 -4.099 -1.858  -0.087
O: -5.527 3.996 -0.769  -0.341
O: 3.787 2.055 2.496  -0.560
O: -3.969 2.869 -2.011  -0.542
O: -4.490 2.201 0.116  -0.185
O: 0.721 -5.373 -1.901  -0.467
N: -0.799 -0.243 -1.172  -0.257
C: 0.121 -2.381 1.987  -0.328
C: 0.529 0.706 2.564  -0.427
C: -2.288 -0.176 -1.264  0.031
C: -1.044 -2.059 0.827  -0.433
C: -6.217 3.651 0.419  -0.516
C: -3.077 -1.478 -1.831  -0.930
C: -4.604 3.010 -0.980  0.591
C: 0.973 1.361 -7.277  -1.479
C: 0.719 -3.543 -0.495  -0.553
C: 0.592 1.024 -5.849  0.540
C: 4.591 -0.366 4.746  -0.552
C: 1.053 2.044 -4.852  -0.516
C: -5.199 2.841 1.164  0.441
C: 0.672 -0.609 3.543  -0.078
C: -5.810 1.818 2.101  -1.419
C: 7.036 -0.728 4.255  -1.470
C: 1.472 -0.004 -4.075  0.603
C: 5.917 0.272 4.465  0.473
C: 4.327 1.287 3.273  0.664
H: 0.541 2.316 -7.589  0.378
H: 7.975 -0.206 4.043  0.365
H: -6.515 4.550 0.966  0.316
H: -6.438 2.297 2.858  0.391
H: -5.021 1.252 2.607  0.338
H: 0.479 0.451 1.418  0.003
H: -2.743 0.085 -0.192  -0.125
H: 0.319 2.841 -4.703  0.316
H: -7.115 3.085 0.147  0.313
H: 1.799 -0.990 3.592  0.022
H: 0.199 -3.519 2.246  0.270
H: 4.432 -0.543 5.814  0.362
H: 7.178 -1.358 5.138  0.364
H: -3.184 -2.365 -1.064  0.208
H: -4.187 -1.127 -2.096  0.303
H: 6.835 -1.370 3.390  0.363
H: 4.431 -1.303 4.202  0.330
H: 0.621 0.578 -7.957  0.350
H: 0.436 -0.225 4.646  0.295
H: 2.022 2.493 -5.099  0.319
H: 6.193 0.990 5.247  0.264
H: 2.061 1.409 -7.395  0.355
H: -0.470 -2.348 -2.116  -0.032
H: -4.496 3.482 1.709  0.233
H: -0.488 0.850 -5.776  0.271
H: 1.200 -1.199 -0.731  -0.042
H: -0.292 0.290 -1.912  0.089
H: 1.779 -3.453 0.023  0.208
H: -0.392 1.388 2.877  0.188
H: -1.612 -1.126 1.243  0.108
H: 1.169 -1.885 1.707  0.254
H: -6.412 1.088 1.549  0.356
H: 1.501 1.366 2.754  0.226
H: -2.544 -1.825 -2.821  0.267
H: 1.271 -5.716 -2.691  0.302
H: -2.562 0.744 -1.965  0.264
H: -1.718 -3.040 0.769  0.271
H: 0.010 -4.334 0.007  0.326

Cartesian forces, eV/Å:
P 1.095 0.678 0.297
O -1.116 0.409 -0.184
O -0.858 1.996 -1.620
O 0.201 -1.007 0.065
O 0.227 0.688 -0.708
O 2.206 0.481 -1.211
O 0.258 -0.132 1.183
O 0.844 6.265 1.420
O 0.744 -0.551 -0.447
O 1.211 -1.675 1.767
O -1.401 0.361 2.188
O 0.057 0.594 -1.093
O -0.067 -6.284 -1.802
N -1.033 0.201 -0.189
C -0.154 1.003 0.418
C 0.709 0.427 0.510
C -1.212 1.295 0.003
C 0.215 -0.855 1.646
C -0.606 0.592 0.361
C -0.556 0.376 -0.517
C 1.295 -0.346 -1.985
C 0.094 -0.403 -0.269
C 1.193 -2.271 -0.496
C -0.179 0.547 -1.276
C -0.227 -0.522 0.753
C -0.314 0.938 0.041
C -0.501 -0.508 1.221
C -0.193 1.260 0.945
C 0.287 -0.415 0.036
C 0.335 0.156 -0.329
C 0.844 -1.880 1.369
C 1.076 -0.827 0.340
C -1.000 1.591 -1.655
H -0.004 -0.119 0.104
H -0.132 -0.086 0.145
H 0.091 -0.067 -0.241
H 0.111 0.019 -0.105
H -0.129 0.165 0.000
H 0.007 0.423 2.265
H 0.908 -0.516 -2.242
H 0.138 -0.179 0.153
H 0.112 -0.092 0.141
H -2.423 0.559 -0.430
H -0.005 2.189 -0.688
H -0.130 0.111 -0.205
H -0.061 0.129 -0.059
H 0.439 1.736 -1.585
H 2.414 -0.796 0.534
H -0.139 0.081 0.189
H 0.191 0.048 -0.001
H -0.039 0.186 0.098
H 0.374 -0.997 -2.334
H -0.080 -0.108 -0.142
H -0.121 -0.055 -0.018
H -0.153 0.086 0.170
H -0.018 -0.156 0.677
H -0.083 0.032 -0.097
H 0.078 0.069 0.092
H -1.038 -0.504 -0.024
H -0.732 -0.774 0.817
H -2.225 -0.344 -0.620
H 1.799 -1.711 -0.741
H 0.940 -1.874 -1.063
H -2.230 -1.503 0.296
H 0.021 0.241 -0.013
H -2.108 -1.406 -0.540
H -1.245 0.442 1.953
H -1.175 0.790 1.868
H 0.455 -1.980 1.560
H 1.226 2.352 0.073
H 1.496 1.425 -0.768

Entry 4:
ORCA calculation (the ωB97M-V functional and the def2-TZVPD basis) on 6 unconnected molecules or ions with the total composition C30H37BBr2ClN6O3 at a distorted geometry.

Summary:
* 2S+1: 1
* charge: +1
* strongest force on any atom: 3.2 eV/A

Each line ends with the Mulliken charge.
Positions of all 80 atoms, in Å:
Br: 0.349 3.073 -0.908  0.058
Br: 3.874 3.853 -3.982  -0.053
Cl: 1.019 -0.283 -2.237  -0.113
O: 3.130 -3.047 -1.296  -0.514
O: 0.166 -3.900 -0.997  -0.687
O: 1.844 -2.817 0.543  -0.366
N: -1.580 -6.130 0.313  0.111
N: -5.617 2.928 6.358  0.024
N: 3.903 2.009 -0.456  0.115
N: 6.239 -7.101 -1.105  0.020
N: -1.107 4.289 2.278  0.099
N: -1.424 2.094 -4.391  0.195
C: 2.653 4.021 -2.413  -0.158
C: -6.864 3.519 4.623  -0.333
C: 2.697 -2.316 -0.448  -0.052
C: 1.940 2.651 -2.052  -0.458
C: -2.145 3.978 4.211  -0.458
C: -6.237 2.461 5.230  -0.531
C: 2.415 0.229 -1.242  0.522
C: -2.644 -7.588 1.599  -0.540
C: -2.239 5.061 2.244  -0.548
C: -1.884 -6.447 1.610  -0.319
C: -5.848 4.272 6.481  -0.533
C: -2.901 4.891 3.431  -0.313
C: 5.465 -5.025 -1.049  0.452
C: -2.809 -7.973 0.244  -0.529
C: 5.102 -6.342 -1.171  -0.912
C: -2.144 -7.052 -0.526  -0.394
C: -6.617 4.668 5.417  -0.381
C: 3.130 -0.808 -0.466  0.562
C: -2.050 1.625 -5.516  -0.335
C: 4.648 1.102 0.301  -0.446
C: -2.427 3.834 -5.330  -0.619
C: -2.678 2.683 -6.121  -0.628
C: 1.513 5.043 -2.890  -1.254
C: -1.654 3.440 -4.269  -0.482
C: -0.620 -1.779 0.260  -0.736
C: 6.876 -4.989 -0.900  -0.755
C: 4.308 -0.326 0.328  -0.515
C: -1.046 3.622 3.473  -0.489
C: 2.817 1.665 -1.221  0.050
C: 7.324 -6.285 -0.935  -0.420
B: 0.519 -2.876 -0.059  0.564
H: 1.172 5.691 -2.041  0.330
H: 3.250 4.450 -1.562  0.305
H: -3.828 5.367 3.710  0.455
H: -3.256 2.636 -7.030  0.388
H: -1.359 -1.807 -0.595  0.219
H: 4.792 -4.182 -1.065  0.392
H: 7.494 -4.112 -0.779  0.348
H: -3.039 -8.091 2.468  0.385
H: 1.641 2.165 -3.019  0.584
H: -5.446 4.828 7.313  0.367
H: 4.215 2.984 -0.408  0.252
H: 8.317 -6.696 -0.856  0.389
H: -7.438 3.473 3.710  0.391
H: 4.136 -6.804 -1.299  0.381
H: -3.354 -8.827 -0.125  0.386
H: -1.534 -5.835 2.426  0.334
H: -0.228 2.955 3.694  0.351
H: -0.103 -0.768 0.266  0.234
H: -1.137 -1.933 1.244  0.353
H: 5.514 1.443 0.929  0.388
H: -2.472 5.663 1.380  0.357
H: -2.024 -6.975 -1.594  0.346
H: 1.970 5.738 -3.655  0.468
H: -2.382 3.623 5.201  0.413
H: -6.178 1.419 4.957  0.380
H: -2.775 4.837 -5.518  0.412
H: 4.868 -1.079 0.936  0.480
H: -0.428 4.222 1.541  0.110
H: -1.993 0.583 -5.787  0.383
H: -1.248 3.997 -3.441  0.569
H: -1.028 -5.340 0.021  0.333
H: 0.463 -3.547 -1.861  0.326
H: -5.077 2.371 6.996  0.193
H: -6.965 5.672 5.230  0.427
H: -0.881 1.538 -3.754  0.187
H: 6.271 -8.104 -1.171  0.184
H: 0.674 4.518 -3.423  0.295

Cartesian forces, eV/Å:
Br 0.681 -0.692 -0.467
Br -0.307 -0.540 1.003
Cl 1.522 0.574 0.913
O -0.384 1.438 0.414
O 1.438 2.000 0.833
O 0.015 2.025 -1.939
N -0.057 0.036 0.103
N -0.052 0.029 -0.068
N -0.019 -1.590 0.368
N -0.016 0.161 0.042
N -0.033 -0.060 -0.048
N 0.047 -0.008 0.011
C -1.545 0.598 -0.326
C 0.025 -0.166 -0.050
C 0.220 -1.355 -0.125
C 1.815 0.774 0.248
C 0.145 -0.127 0.005
C 0.045 -0.049 -0.038
C 1.342 -0.157 0.987
C 0.031 0.079 0.157
C -0.049 0.077 -0.020
C 0.028 0.005 -0.003
C 0.091 0.066 0.036
C -0.068 0.122 -0.152
C -0.078 0.035 0.055
C 0.005 0.015 -0.165
C -0.065 -0.087 -0.027
C 0.037 -0.001 -0.040
C 0.080 0.089 0.111
C 0.603 3.025 0.786
C 0.018 -0.054 -0.078
C -0.935 -2.710 -0.139
C 0.077 0.085 0.115
C 0.025 -0.163 -0.016
C 1.084 0.616 -0.440
C 0.039 0.076 -0.021
C 0.778 0.153 -0.354
C 0.125 -0.062 0.043
C -1.833 1.517 -1.539
C 0.060 -0.065 0.075
C -0.886 -2.719 -0.299
C 0.081 -0.069 -0.022
B -1.749 -0.767 -0.097
H 0.055 -0.851 -0.752
H -0.623 -0.408 -0.883
H 0.037 -0.073 0.001
H 0.030 -0.003 0.067
H 0.645 0.082 1.168
H 0.271 -0.330 -0.046
H 0.002 -0.072 -0.017
H 0.024 0.034 -0.054
H -0.016 0.381 1.158
H -0.047 -0.006 -0.058
H -0.316 -0.344 -0.221
H -0.052 0.054 -0.013
H 0.026 -0.008 0.064
H 0.047 0.057 0.004
H 0.033 0.056 0.020
H -0.030 -0.072 -0.014
H -0.053 0.043 0.029
H -0.824 -0.947 0.287
H 0.434 0.166 -0.883
H -1.131 0.044 -0.980
H -0.013 -0.013 0.075
H -0.016 -0.036 0.062
H -0.475 -0.730 0.942
H -0.006 0.029 -0.064
H -0.025 0.071 -0.005
H 0.011 -0.066 0.019
H -0.403 1.079 -0.591
H -0.039 0.072 0.144
H -0.028 0.072 -0.017
H -0.193 -0.015 0.003
H -0.090 -0.194 -0.116
H -0.235 -0.825 0.120
H -0.098 0.057 -0.048
H 0.007 -0.061 0.033
H -0.165 0.039 -0.022
H -0.002 0.105 0.014
H 0.881 0.459 0.736

Total energy, respectively: -288.586429 -928.990166 -2045.464746 -7352.391619 Eh.
Highest occupied orbital energy, respectively: -7.180 -9.042 -7.824 -9.512 eV.
Gap between HOMO and LUMO, respectively: 8.35 9.48 8.55 3.96 eV.